This record from OMol25 describes a cluster of 8 separate species, C16H28Cl8N4 in total. The level of theory is ωB97M-V/def2-TZVPD.

The geometry in XYZ format:
```
56
Properties=species:S:1:pos:R:3
Cl -7.3736 -14.8550 13.0777
C -7.8914 -16.1205 11.9306
C -7.5111 -15.8343 10.5056
Cl -5.7398 -15.9531 10.3176
H -8.9702 -16.1991 12.0498
H -7.5077 -17.0510 12.3416
H -7.7182 -14.7775 10.3254
H -8.1115 -16.3531 9.7631
Cl -11.1474 -14.8010 12.9535
C -11.4150 -13.3726 13.9874
C -10.9137 -13.7035 15.3962
Cl -11.7287 -15.1227 16.1211
H -12.4685 -13.1213 14.0482
H -10.7741 -12.5665 13.6419
H -11.1411 -12.9128 16.1111
H -9.8251 -13.7518 15.3834
Cl -3.0145 -20.1258 12.4055
C -2.2019 -18.6126 12.9722
C -2.5203 -17.4922 11.9985
Cl -1.9424 -17.8045 10.3523
H -1.1423 -18.8434 12.9967
H -2.5900 -18.3247 13.9455
H -2.0397 -16.5688 12.3294
H -3.5890 -17.2843 12.0046
Cl -8.1538 -12.5263 9.2165
C -6.4530 -12.4165 8.8339
C -5.5853 -12.0749 10.0550
Cl -3.8702 -12.2768 9.6505
H -6.1533 -11.7751 8.0041
H -6.1727 -13.4253 8.5225
H -5.8935 -12.7956 10.8137
H -5.8122 -11.0685 10.3963
C -13.1470 -16.8127 9.1593
C -11.8897 -17.1498 9.8159
N -10.8916 -17.3443 10.3475
H -13.7249 -16.2296 9.8771
H -13.6934 -17.7038 8.8559
H -13.0412 -16.2108 8.2588
C -2.8010 -15.1881 8.3661
C -2.0218 -15.9555 7.3803
N -1.4133 -16.6087 6.6589
H -2.6061 -15.3646 9.4118
H -3.8200 -15.5658 8.1924
H -2.9442 -14.1668 8.0325
C -8.2663 -16.0601 16.6304
C -8.3436 -14.9904 17.6136
N -8.4368 -14.1038 18.3349
H -7.9829 -17.0015 17.0956
H -7.5763 -15.8593 15.8104
H -9.2257 -16.1608 16.1219
C -12.0005 -18.6003 14.2944
C -10.6064 -18.4226 14.0119
N -9.4902 -18.2700 13.8011
H -12.2427 -18.2038 15.2850
H -12.2182 -19.6705 14.3905
H -12.8090 -18.2363 13.6644
```

## Properties
Kohn-Sham gap	10.7	eV
SMILES string	ClCCCl.ClCCCl.ClCCCl.ClCCCl.CC#N.CC#N.CC#N.CC#N
energy above the lowest of the compared OMol25 structures with the same formula, charge and spin	0.0	kcal per mole
E_tot	-123185.1998	eV
E_LUMO	0.120	eV